1.
{
  "formula": "C32H43B2FO8",
  "method": "wB97M-V/def2-TZVPD",
  "spin_multiplicity": 1,
  "homo_ev": -9.06,
  "total_energy_ev": -54332.318,
  "homo_lumo_gap_ev": 8.2,
  "elements": ["C", "C", "C", "C", "C", "C", "C", "C", "F", "C", "C", "C", "C", "C", "C", "O", "O", "C", "C", "C", "O", "C", "C", "B", "C", "O", "C", "C", "B", "C", "O", "C", "C", "C", "O", "H", "H", "H", "H", "H", "H", "H", "H", "H", "H", "H", "H", "H", "H", "H", "H", "H", "H", "H", "H", "H", "H", "H", "H", "H", "H", "H", "H", "H", "H", "H", "C", "C", "O", "C", "H", "H", "H", "H", "H", "H", "C", "C", "O", "C", "H", "H", "H", "H", "H", "H"],
  "coordinates": [[-0.635, 6.669, 1.122], [0.598, 6.214, 0.213], [0.206, 5.086, -0.795], [-0.397, 3.781, -0.102], [0.069, 2.475, -0.829], [-0.802, 1.863, -1.833], [-0.470, 0.627, -2.564], [-1.530, 0.104, -3.605], [-1.122, 0.430, -4.911], [-1.948, -1.402, -3.400], [-1.632, -2.362, -4.614], [0.827, -0.014, -2.301], [1.277, -1.315, -3.028], [1.808, -1.100, -4.511], [2.274, 0.352, -4.829], [1.581, 1.226, -5.261], [3.651, 0.671, -4.643], [1.749, 0.597, -1.322], [1.349, 1.820, -0.585], [2.354, 2.401, 0.471], [2.463, 3.602, 0.577], [3.171, 1.358, 1.272], [3.536, 1.558, 2.684], [3.089, 2.841, 3.531], [3.902, 4.236, 3.388], [2.003, 2.839, 4.429], [4.361, 0.501, 3.322], [4.759, -0.694, 2.569], [5.669, -1.783, 3.325], [5.793, -1.932, 4.921], [6.419, -2.633, 2.482], [4.362, -0.895, 1.173], [3.571, 0.139, 0.532], [3.138, 0.032, -0.972], [3.934, -0.448, -1.752], [-0.722, 7.787, 1.105], [-1.598, 6.272, 0.689], [-0.508, 6.289, 2.172], [1.426, 5.944, 0.914], [0.947, 7.129, -0.348], [-0.590, 5.457, -1.508], [1.059, 4.773, -1.460], [-1.515, 3.877, -0.127], [-0.102, 3.783, 0.978], [-1.769, 2.364, -2.058], [-2.453, 0.721, -3.403], [-1.516, -1.858, -2.468], [-3.060, -1.431, -3.247], [-2.555, -2.746, -5.132], [-1.151, -3.288, -4.177], [-0.902, -1.961, -5.355], [0.483, -2.113, -3.043], [2.129, -1.779, -2.457], [2.722, -1.753, -4.626], [1.083, -1.477, -5.280], [3.690, 0.899, -3.689], [3.177, 5.080, 3.567], [4.401, 4.343, 2.394], [4.729, 4.228, 4.162], [2.117, 3.584, 5.043], [4.662, 0.653, 4.379], [5.376, -1.024, 5.446], [5.242, -2.807, 5.349], [6.891, -1.940, 5.175], [6.932, -3.260, 3.023], [4.639, -1.804, 0.585], [-4.719, -4.618, -1.042], [-5.152, -3.832, -2.250], [-4.343, -3.290, -2.974], [-6.631, -3.744, -2.524], [-3.631, -4.597, -0.967], [-5.141, -4.174, -0.138], [-5.044, -5.656, -1.138], [-7.136, -3.262, -1.685], [-7.039, -4.743, -2.685], [-6.797, -3.149, -3.422], [-6.253, -5.082, 4.192], [-5.956, -3.947, 3.246], [-6.457, -3.898, 2.143], [-5.011, -2.876, 3.726], [-6.945, -5.777, 3.716], [-5.332, -5.615, 4.434], [-6.714, -4.696, 5.103], [-4.035, -3.312, 3.947], [-5.417, -2.393, 4.616], [-4.889, -2.125, 2.945]]
}

2.
{
  "formula": "C32H43BBrCdN9O4S3Te4",
  "method": "wB97M-V/def2-TZVPD",
  "spin_multiplicity": 1,
  "homo_ev": -1.62,
  "total_energy_ev": -192457.268,
  "homo_lumo_gap_ev": 5.1,
  "charge": -2,
  "elements": ["Cd", "C", "C", "C", "C", "N", "C", "C", "N", "B", "N", "C", "C", "N", "C", "S", "C", "C", "C", "C", "N", "C", "C", "N", "C", "S", "C", "C", "C", "C", "C", "S", "H", "H", "H", "H", "H", "H", "H", "H", "H", "H", "H", "H", "H", "H", "H", "H", "H", "H", "H", "H", "H", "H", "H", "H", "H", "H", "H", "H", "H", "H", "H", "H", "H", "H", "Te", "Te", "Te", "Te", "C", "C", "N", "C", "C", "N", "C", "O", "O", "C", "O", "O", "H", "H", "H", "H", "H", "Br", "C", "C", "C", "N", "C", "C", "H", "H", "H", "H"],
  "coordinates": [[-1.090, 0.185, -2.470], [-2.585, -5.168, 1.061], [-1.624, -4.293, 0.256], [-0.391, -5.119, -0.112], [-2.366, -3.808, -0.985], [-1.192, -3.144, 1.102], [-1.494, -3.009, 2.452], [-0.811, -1.944, 2.913], [-0.076, -1.425, 1.874], [0.999, -0.308, 2.006], [0.806, 0.452, 3.341], [1.729, 0.518, 4.363], [1.361, 1.505, 5.192], [0.196, 2.075, 4.683], [-0.159, 1.393, 3.548], [-1.539, 1.539, 2.583], [-0.348, 3.307, 5.315], [-0.743, 2.956, 6.753], [0.762, 4.364, 5.292], [-1.562, 3.896, 4.605], [2.390, -1.052, 2.038], [2.534, -2.423, 2.033], [3.828, -2.717, 1.830], [4.509, -1.513, 1.707], [3.611, -0.486, 1.860], [3.948, 1.178, 1.935], [5.951, -1.395, 1.378], [6.109, -0.637, 0.059], [6.542, -2.793, 1.199], [6.692, -0.702, 2.523], [-0.315, -2.150, 0.756], [0.387, -1.860, -0.771], [-2.911, -5.982, 0.414], [-3.472, -4.611, 1.368], [-2.109, -5.607, 1.940], [-0.700, -5.988, -0.697], [0.112, -5.469, 0.793], [0.307, -4.528, -0.701], [-2.646, -4.671, -1.592], [-1.754, -3.144, -1.589], [-3.280, -3.289, -0.693], [-2.196, -3.643, 2.958], [-0.808, -1.485, 3.885], [0.951, 0.436, 1.079], [2.597, -0.114, 4.387], [1.847, 1.879, 6.074], [0.102, 2.576, 7.329], [-1.529, 2.199, 6.752], [-1.121, 3.849, 7.254], [1.638, 4.055, 5.865], [0.382, 5.290, 5.730], [1.062, 4.562, 4.262], [-2.402, 3.208, 4.586], [-1.337, 4.186, 3.581], [-1.845, 4.791, 5.167], [1.697, -3.088, 2.151], [4.304, -3.673, 1.739], [5.592, -1.167, -0.743], [7.170, -0.569, -0.194], [5.699, 0.366, 0.142], [6.059, -3.335, 0.385], [6.478, -3.384, 2.114], [7.597, -2.679, 0.946], [6.305, 0.301, 2.681], [7.756, -0.646, 2.283], [6.575, -1.276, 3.446], [-2.830, -0.183, -5.694], [-4.609, -2.201, -5.585], [1.685, -0.705, -5.492], [-0.694, -1.563, -4.567], [2.672, 0.712, -1.461], [1.603, 1.667, -1.079], [0.382, 1.698, -1.584], [-0.299, 2.698, -0.937], [0.528, 3.279, -0.016], [1.729, 2.626, -0.144], [0.344, 4.325, 1.015], [-0.806, 4.954, 1.019], [1.240, 4.572, 1.801], [-1.739, 2.943, -1.262], [-2.306, 3.917, -0.718], [-2.270, 2.120, -2.048], [2.516, 0.385, -2.490], [2.617, -0.167, -0.815], [3.655, 1.168, -1.349], [2.491, 2.678, 0.523], [-1.455, 4.560, 0.307], [-6.600, -1.837, 1.322], [-5.122, -1.275, 0.267], [-3.980, -0.810, 0.893], [-2.919, -0.444, 0.083], [-2.958, -0.538, -1.246], [-4.075, -0.959, -1.832], [-5.197, -1.342, -1.110], [-3.894, -0.717, 1.966], [-2.013, -0.054, 0.535], [-4.098, -1.018, -2.917], [-6.075, -1.691, -1.634]]
}

3.
{
  "formula": "C32H43CaI2N3O3PSb2Te",
  "method": "wB97M-V/def2-TZVPD",
  "spin_multiplicity": 1,
  "homo_ev": -9.11,
  "total_energy_ev": -108792.952,
  "homo_lumo_gap_ev": 6.1,
  "charge": 1,
  "elements": ["Ca", "C", "C", "C", "C", "N", "C", "C", "C", "C", "C", "C", "N", "C", "C", "C", "C", "C", "N", "H", "H", "H", "H", "H", "H", "H", "H", "H", "H", "H", "I", "C", "I", "H", "H", "C", "Sb", "C", "C", "C", "C", "C", "C", "C", "C", "C", "Sb", "C", "C", "H", "H", "H", "H", "H", "H", "H", "H", "H", "H", "H", "H", "H", "H", "H", "H", "H", "H", "H", "H", "C", "C", "O", "P", "O", "Te", "O", "C", "C", "H", "H", "H", "H", "H", "H", "H", "H", "H", "H"],
  "coordinates": [[-0.493, -0.020, -0.060], [-0.989, 3.746, 2.667], [-2.358, 3.742, 2.879], [-3.088, 2.615, 2.554], [-2.435, 1.508, 2.023], [-1.117, 1.529, 1.780], [-0.421, 2.620, 2.105], [-3.169, 0.246, 1.699], [-4.501, 0.065, 2.052], [-5.121, -1.115, 1.705], [-4.407, -2.090, 1.026], [-3.079, -1.850, 0.723], [-2.483, -0.701, 1.064], [-2.206, -2.870, 0.065], [-2.690, -4.102, -0.355], [-1.808, -5.037, -0.868], [-0.460, -4.726, -0.939], [-0.065, -3.466, -0.532], [-0.910, -2.551, -0.058], [-0.376, 4.601, 2.913], [-2.855, 4.611, 3.289], [-4.158, 2.617, 2.687], [0.643, 2.588, 1.899], [-5.058, 0.838, 2.556], [-6.161, -1.279, 1.953], [-4.889, -3.017, 0.753], [-3.741, -4.340, -0.283], [-2.171, -6.003, -1.196], [0.269, -5.434, -1.306], [0.977, -3.168, -0.594], [3.186, -2.137, -2.229], [1.740, -2.270, -3.778], [-0.057, -1.192, -3.415], [1.482, -3.314, -3.899], [2.187, -1.873, -4.680], [2.205, -3.080, 2.901], [1.357, -1.177, 2.438], [-0.054, -1.126, 4.046], [2.899, 0.039, 3.340], [4.166, -0.037, 2.536], [5.050, -1.086, 2.800], [6.227, -1.250, 2.091], [6.556, -0.337, 1.098], [5.701, 0.719, 0.838], [4.499, 0.887, 1.532], [3.632, 2.058, 1.173], [2.348, 1.677, -0.530], [1.747, 3.707, -0.847], [3.893, 1.674, -1.996], [2.440, -3.124, 3.964], [3.109, -3.248, 2.319], [1.480, -3.858, 2.664], [0.453, -1.310, 4.993], [-0.807, -1.898, 3.887], [-0.546, -0.156, 4.080], [3.057, -0.352, 4.345], [2.511, 1.052, 3.439], [4.810, -1.780, 3.598], [6.893, -2.070, 2.326], [7.482, -0.434, 0.548], [5.976, 1.454, 0.091], [4.246, 2.904, 0.863], [3.013, 2.396, 2.003], [2.538, 4.383, -0.523], [0.825, 3.935, -0.314], [1.571, 3.851, -1.913], [4.435, 2.618, -1.936], [3.449, 1.572, -2.986], [4.575, 0.843, -1.831], [-4.069, -1.939, -3.755], [-4.066, -0.432, -3.647], [-2.964, -0.048, -2.804], [-2.882, 1.457, -2.184], [-1.591, 1.354, -1.382], [-4.827, 2.104, -1.094], [-2.656, 2.388, -3.455], [-1.364, 2.586, -4.058], [-0.894, 3.995, -3.777], [-4.900, -2.269, -4.378], [-4.181, -2.387, -2.765], [-3.141, -2.304, -4.198], [-4.993, -0.067, -3.200], [-3.945, 0.040, -4.624], [-1.492, 2.412, -5.126], [-0.655, 1.853, -3.670], [-1.613, 4.718, -4.161], [0.069, 4.175, -4.257], [-0.790, 4.148, -2.703]]
}